A 21-piece molecular cluster, C84H154B7F28N28 overall at a distorted geometry. Source: the OMol25 dataset; level of theory: ωB97M-V/def2-TZVPD.

XYZ file:
```
301
Properties=species:S:1:pos:R:3
C 0.66 2.13 2.98
C 0.46 3.31 3.74
N -0.57 4.16 3.19
C -1.83 4.07 3.50
C -2.56 5.09 2.89
N -1.67 5.83 2.19
C -0.45 5.22 2.40
C -1.97 6.97 1.39
H 1.50 1.53 3.34
H 0.87 2.41 1.95
H -0.20 1.46 3.04
H 1.40 3.87 3.69
H 0.30 2.93 4.74
H -2.15 3.33 4.23
H -3.58 5.44 2.95
H 0.41 5.68 1.93
H -3.00 7.13 1.06
H -1.30 6.99 0.53
H -1.75 7.84 2.00
C -0.70 -8.34 -4.27
C 0.62 -7.56 -4.65
N 0.45 -6.51 -5.66
C -0.42 -5.48 -5.49
C -0.49 -4.73 -6.60
N 0.35 -5.26 -7.53
C 1.00 -6.29 -6.92
C 0.61 -4.77 -8.86
H -1.42 -7.61 -3.89
H -0.54 -9.04 -3.45
H -1.18 -8.87 -5.10
H 1.43 -8.19 -5.03
H 0.90 -7.02 -3.74
H -0.86 -5.29 -4.52
H -0.95 -3.78 -6.84
H 1.81 -6.87 -7.34
H -0.10 -4.00 -9.16
H 0.46 -5.62 -9.53
H 1.61 -4.35 -8.99
C 3.03 3.65 0.78
C 4.45 3.69 0.28
N 5.34 4.55 1.13
C 6.39 4.06 1.86
C 6.92 5.17 2.53
N 6.13 6.27 2.33
C 5.14 5.91 1.40
C 6.34 7.62 2.95
H 2.36 3.03 0.19
H 2.61 4.64 0.61
H 3.09 3.53 1.87
H 4.52 3.95 -0.78
H 4.76 2.65 0.32
H 6.62 3.01 1.79
H 7.72 5.24 3.25
H 4.31 6.46 0.99
H 5.43 7.97 3.43
H 6.48 8.22 2.05
H 7.13 7.59 3.70
C 5.13 -2.81 4.67
C 6.23 -1.79 4.14
N 7.47 -1.75 4.90
C 8.53 -0.93 4.46
C 9.53 -1.06 5.43
N 9.10 -1.94 6.37
C 7.84 -2.38 6.05
C 9.86 -2.47 7.49
H 4.36 -2.64 3.91
H 4.73 -2.69 5.68
H 5.53 -3.82 4.67
H 5.78 -0.79 4.14
H 6.51 -2.04 3.12
H 8.50 -0.47 3.49
H 10.55 -0.71 5.45
H 7.30 -3.09 6.66
H 9.56 -3.45 7.85
H 10.02 -1.81 8.35
H 10.82 -2.69 7.03
C -1.19 2.74 -9.80
C 0.36 2.78 -9.60
N 0.74 2.86 -8.17
C 0.82 1.72 -7.32
C 1.26 2.23 -6.09
N 1.27 3.59 -6.21
C 0.99 3.95 -7.46
C 1.62 4.50 -5.12
H -1.64 1.86 -9.34
H -1.51 2.67 -10.83
H -1.81 3.53 -9.37
H 0.85 3.64 -10.06
H 0.79 1.83 -9.93
H 0.50 0.78 -7.74
H 1.46 1.65 -5.20
H 0.99 4.94 -7.89
H 0.70 4.69 -4.57
H 2.09 5.41 -5.48
H 2.35 3.94 -4.53
C -5.15 -6.35 0.81
C -4.20 -5.16 0.41
N -4.72 -4.49 -0.72
C -5.27 -3.27 -0.74
C -5.66 -3.00 -1.98
N -5.14 -3.96 -2.85
C -4.68 -4.95 -2.05
C -5.09 -4.08 -4.33
H -5.20 -7.06 -0.02
H -6.15 -6.09 1.13
H -4.71 -6.89 1.65
H -3.34 -5.66 -0.04
H -3.92 -4.42 1.15
H -5.30 -2.78 0.22
H -6.18 -2.11 -2.31
H -4.26 -5.88 -2.40
H -4.98 -3.09 -4.78
H -6.04 -4.55 -4.56
H -4.27 -4.75 -4.57
C -5.88 0.87 -0.12
C -4.33 0.48 -0.20
N -3.59 1.44 -0.96
C -3.32 2.69 -0.46
C -2.84 3.45 -1.53
N -2.62 2.63 -2.66
C -3.17 1.45 -2.28
C -2.02 2.89 -3.90
H -6.34 0.44 0.77
H -6.45 0.54 -0.99
H -6.06 1.94 -0.05
H -4.18 -0.57 -0.47
H -4.02 0.62 0.84
H -3.57 2.98 0.55
H -2.38 4.43 -1.57
H -3.28 0.65 -2.99
H -0.95 2.85 -3.70
H -2.35 3.80 -4.39
H -2.17 2.06 -4.59
C -1.16 -3.13 2.47
C -0.85 -1.65 2.19
N -0.59 -1.29 0.77
C -0.92 -2.06 -0.30
C -0.49 -1.53 -1.51
N 0.14 -0.39 -1.18
C 0.11 -0.23 0.18
C 0.89 0.45 -2.08
H -0.45 -3.75 1.92
H -2.19 -3.32 2.17
H -1.04 -3.40 3.52
H 0.07 -1.38 2.70
H -1.70 -1.04 2.53
H -1.35 -3.03 -0.13
H -0.70 -1.84 -2.52
H 0.67 0.51 0.73
H 1.66 0.98 -1.54
H 0.11 1.15 -2.38
H 1.27 -0.16 -2.91
C 2.67 -0.58 6.87
C 3.65 0.14 5.90
N 3.48 1.60 5.88
C 4.16 2.51 5.14
C 3.84 3.80 5.51
N 2.71 3.61 6.32
C 2.47 2.26 6.52
C 1.89 4.72 6.80
H 2.68 -1.67 6.78
H 1.66 -0.36 6.54
H 2.81 -0.21 7.89
H 3.43 -0.19 4.88
H 4.67 -0.05 6.23
H 4.91 2.02 4.55
H 4.09 4.82 5.22
H 1.74 1.82 7.18
H 1.94 5.52 6.05
H 2.31 5.11 7.72
H 0.84 4.49 6.97
C -4.79 -0.18 -8.02
C -3.74 -0.70 -8.93
N -3.48 -2.11 -8.86
C -3.39 -2.82 -7.65
C -3.42 -4.16 -7.98
N -3.47 -4.25 -9.39
C -3.40 -2.94 -9.94
C -3.42 -5.49 -10.16
H -5.76 -0.67 -8.11
H -5.16 0.79 -8.34
H -4.41 -0.20 -7.00
H -2.86 -0.09 -8.72
H -3.95 -0.46 -9.98
H -3.30 -2.38 -6.67
H -3.45 -5.00 -7.31
H -3.44 -2.61 -10.97
H -3.27 -6.34 -9.50
H -2.80 -5.41 -11.05
H -4.42 -5.61 -10.57
C -11.68 2.53 3.28
C -10.39 3.39 3.16
N -9.31 3.06 4.08
C -9.41 2.75 5.39
C -8.13 2.32 5.88
N -7.26 2.33 4.79
C -8.00 2.84 3.74
C -5.84 1.86 4.73
H -11.92 1.86 2.45
H -12.53 3.18 3.48
H -11.66 1.84 4.12
H -10.68 4.44 3.19
H -10.07 3.19 2.14
H -10.38 2.89 5.85
H -7.92 1.98 6.88
H -7.62 2.84 2.72
H -5.58 1.37 3.79
H -5.71 1.05 5.46
H -5.17 2.58 5.18
C 10.37 5.44 -1.47
C 8.91 5.45 -1.14
N 8.31 4.20 -1.63
C 7.52 4.12 -2.72
C 6.76 2.92 -2.59
N 7.22 2.26 -1.44
C 8.26 3.02 -0.90
C 6.57 1.01 -0.93
H 10.58 5.59 -2.53
H 10.90 4.53 -1.17
H 10.94 6.21 -0.96
H 8.49 6.35 -1.59
H 8.68 5.51 -0.08
H 7.44 4.96 -3.39
H 6.04 2.51 -3.27
H 8.78 2.74 0.01
H 7.37 0.27 -1.00
H 5.75 0.65 -1.55
H 6.15 1.14 0.07
C 2.84 -3.70 1.29
C 2.64 -4.40 -0.11
N 2.81 -3.54 -1.19
C 3.33 -2.19 -1.18
C 3.26 -1.70 -2.46
N 2.63 -2.64 -3.25
C 2.41 -3.77 -2.50
C 2.40 -2.58 -4.69
H 2.61 -4.37 2.13
H 2.18 -2.85 1.48
H 3.86 -3.34 1.40
H 1.67 -4.90 -0.11
H 3.42 -5.17 -0.16
H 3.65 -1.69 -0.28
H 3.54 -0.78 -2.94
H 1.96 -4.70 -2.84
H 3.26 -2.32 -5.30
H 1.63 -1.82 -4.82
H 2.04 -3.57 -5.00
C -6.46 -2.36 11.05
C -6.24 -1.26 9.98
N -5.65 -1.73 8.76
C -6.37 -2.34 7.73
C -5.46 -2.63 6.70
N -4.20 -2.19 7.09
C -4.34 -1.50 8.26
C -3.07 -2.27 6.25
H -7.04 -2.02 11.91
H -5.54 -2.69 11.52
H -6.93 -3.21 10.56
H -5.61 -0.43 10.32
H -7.23 -0.84 9.81
H -7.37 -2.72 7.83
H -5.59 -3.12 5.75
H -3.47 -1.07 8.74
H -3.33 -2.74 5.30
H -2.30 -2.87 6.75
H -2.72 -1.28 5.98
B 4.36 0.95 -4.59
F 5.33 0.27 -3.89
F 4.93 1.90 -5.36
F 3.62 0.04 -5.31
F 3.56 1.57 -3.66
B -0.61 -6.16 -1.02
F -0.19 -4.94 -1.52
F 0.40 -7.02 -1.17
F -0.72 -5.92 0.29
F -1.75 -6.68 -1.75
B -5.17 -1.95 3.09
F -5.60 -1.12 4.10
F -5.26 -3.27 3.49
F -5.87 -1.77 1.96
F -3.91 -1.65 2.72
B -1.13 1.03 6.52
F -0.45 2.03 7.27
F -1.26 0.00 7.39
F -2.43 1.55 6.25
F -0.40 0.68 5.45
B -1.20 -1.10 -5.29
F -0.98 -2.42 -5.08
F -1.10 -0.88 -6.63
F -2.53 -0.74 -4.94
F -0.24 -0.37 -4.56
B 3.85 0.09 1.74
F 2.88 -0.23 2.71
F 3.15 0.30 0.62
F 4.46 1.21 2.23
F 4.77 -0.92 1.59
B 0.58 4.77 -1.60
F -0.30 4.29 -0.72
F 1.22 5.93 -1.16
F 1.46 3.77 -2.04
F -0.12 5.08 -2.71
```

Calculated values
* E: -7795.61377 hartree
* max |F|: 6.64 eV/A
* HOMO level: -19.09 eV
* charge: +7